Entry 1:
Molecular formula: C8H16N3
Method: DFT, ωB97M-V/def2-TZVPD

CARTESIAN COORDINATES (ANGSTROEM)
C: 2.107 -0.361 -0.370
C: 1.194 -1.214 0.479
C: 1.689 -1.826 1.820
C: -0.094 -0.418 0.616
N: -0.216 0.561 1.595
C: -1.128 -0.585 -0.191
C: -2.449 0.138 -0.110
C: -2.823 1.328 -0.514
N: -2.217 2.322 -1.305
C: -1.228 2.211 -2.204
N: -0.542 1.120 -2.399
H: 1.949 0.723 -0.130
H: 1.741 -0.385 -1.450
H: 3.194 -0.560 -0.240
H: 0.926 -2.054 -0.243
H: 2.160 -1.164 2.495
H: 2.398 -2.657 1.566
H: 0.817 -2.274 2.055
H: 0.028 0.174 2.472
H: -1.031 1.154 1.780
H: -1.135 -1.476 -0.818
H: -3.225 -0.373 0.341
H: -3.802 1.685 -0.172
H: -2.669 3.249 -1.181
H: -1.180 3.054 -2.818
H: -0.628 0.315 -1.662
H: -0.166 0.990 -3.304

Summary:
ΔE to the lowest compared entry with this formula, charge and spin, eV: 1.5872
Kohn-Sham gap, eV: 8.63
M, g/mol: 154.24
E_LUMO, eV: -3.56
Charge: +1
Highest occupied orbital energy, eV: -12.187
SMILES: CC(C)/C(N)=C/C=C\NC=[NH2+]

Atomic partial charges in e from the natural (NBO) method, atoms 1 to 8: C -0.603; C -0.256; C -0.609; C 0.325; N -0.834; C -0.491; C -0.182; C -0.055


Entry 2:
Molecular formula: C27H32Cl3N4O3SSiV
Method: DFT, ωB97M-V/def2-TZVPD

CARTESIAN COORDINATES (ANGSTROEM)
V: 1.680 -0.020 -0.495
C: -6.668 -0.155 1.660
C: -5.450 0.067 0.803
C: -5.348 -0.510 -0.456
C: -4.212 -0.333 -1.237
C: -3.157 0.426 -0.753
C: -3.255 1.029 0.494
C: -4.391 0.846 1.263
S: -1.689 0.665 -1.733
O: -2.027 0.192 -3.049
O: -1.347 2.051 -1.554
N: -0.559 -0.207 -1.018
C: -0.376 -1.544 -1.351
C: -1.320 -2.445 -1.865
C: -0.946 -3.757 -2.048
C: 0.347 -4.170 -1.731
C: 1.224 -3.221 -1.250
N: 0.874 -1.948 -1.072
H: -7.546 -0.365 1.048
H: -6.880 0.717 2.277
H: -6.524 -1.005 2.331
H: -6.174 -1.099 -0.840
H: -4.140 -0.756 -2.231
H: -2.444 1.652 0.848
H: -4.462 1.320 2.236
H: -2.308 -2.103 -2.124
H: -1.663 -4.467 -2.443
H: 0.665 -5.194 -1.865
H: 2.251 -3.461 -1.003
Cl: 4.740 -2.580 0.001
Si: 4.184 -0.508 0.008
Cl: 5.050 0.011 2.003
Cl: 5.724 0.324 -1.173
C: 2.601 -1.134 5.104
C: 1.671 -1.186 3.938
C: 0.334 -1.502 3.829
C: 0.027 -1.358 2.462
N: 1.102 -0.974 1.777
N: 2.082 -0.883 2.701
C: -1.269 -1.681 1.798
H: 2.210 -1.736 5.922
H: 2.727 -0.110 5.462
H: 3.587 -1.510 4.833
H: -0.329 -1.818 4.616
H: 3.023 -0.608 2.432
H: -2.009 -1.966 2.547
H: -1.148 -2.512 1.101
H: -1.651 -0.838 1.229
C: 0.293 3.876 0.473
C: 0.253 2.978 1.717
C: 1.624 2.335 1.682
O: 1.809 2.043 0.295
C: 1.339 3.202 -0.432
H: 0.614 4.883 0.744
H: -0.670 3.935 -0.028
H: -0.501 2.196 1.606
H: 0.060 3.525 2.640
H: 1.715 1.412 2.242
H: 2.405 3.035 2.006
H: 0.938 2.850 -1.376
H: 2.198 3.853 -0.611
C: 3.186 1.202 -5.124
C: 3.529 2.006 -4.045
C: 3.097 1.675 -2.767
C: 2.304 0.550 -2.475
C: 1.986 -0.232 -3.603
C: 2.409 0.076 -4.893
H: 3.521 1.448 -6.125
H: 4.148 2.884 -4.201
H: 3.427 2.316 -1.952
H: 1.373 -1.121 -3.486
H: 2.131 -0.565 -5.723

Summary:
⟨S²⟩: 3.76
Multiplicity: 4
ΔE to the lowest compared entry with this formula, charge and spin, eV: 0.1066
Kohn-Sham gap (alpha / beta), eV: 6.28 / 7.21
M, g/mol: 678.03
E_LUMO (alpha / beta), eV: 2.29 / 2.29
Charge: -1
Highest occupied orbital energy (alpha / beta), eV: -3.985 / -4.917

Atomic partial charges in e from the Mulliken method, atoms 1 to 8: V 0.388; C -1.512; C 0.943; C -0.814; C -0.558; C -0.059; C -0.283; C -0.786


Entry 3:
Molecular formula: C40H51CuI2N2P2SSi2
Method: DFT, ωB97M-V/def2-TZVPD

CARTESIAN COORDINATES (ANGSTROEM)
Cu: 0.288 0.575 -0.120
C: 2.838 2.018 -2.702
Si: 3.079 0.297 -1.927
C: 2.362 -1.004 -3.132
C: 4.957 -0.028 -1.910
C: 2.252 0.019 -0.195
C: 2.004 -1.446 -0.200
C: 2.986 -2.410 0.071
C: 2.684 -3.746 -0.054
C: 1.411 -4.116 -0.476
C: 0.497 -3.110 -0.699
N: 0.769 -1.823 -0.542
Si: 3.200 0.497 1.413
C: 5.080 0.174 1.511
C: 3.059 2.339 1.886
C: 2.419 -0.612 2.767
H: 3.422 2.087 -3.617
H: 3.170 2.814 -2.042
H: 1.803 2.216 -2.963
H: 2.565 -0.742 -4.167
H: 1.286 -1.120 -3.025
H: 2.812 -1.976 -2.942
H: 5.310 -0.149 -2.932
H: 5.210 -0.936 -1.370
H: 5.509 0.795 -1.468
H: 3.973 -2.101 0.371
H: 3.432 -4.495 0.174
H: 1.140 -5.151 -0.618
H: -0.519 -3.332 -1.018
H: 5.636 0.850 0.868
H: 5.360 -0.841 1.245
H: 5.419 0.342 2.532
H: 3.327 2.985 1.054
H: 3.750 2.555 2.698
H: 2.069 2.635 2.218
H: 2.633 -1.657 2.556
H: 1.335 -0.524 2.813
H: 2.809 -0.395 3.758
C: -6.732 2.741 3.172
S: -6.072 1.132 3.694
C: -6.371 0.163 2.173
C: -5.252 0.266 1.146
C: -3.903 -0.115 1.752
N: -2.816 -0.111 0.789
P: -1.846 1.244 0.396
C: -2.966 2.241 -0.657
C: -3.790 1.558 -1.548
C: -4.637 2.248 -2.397
C: -4.654 3.634 -2.382
C: -3.829 4.322 -1.508
C: -2.986 3.635 -0.652
C: -1.842 2.175 1.968
C: -0.748 1.989 2.809
C: -0.703 2.592 4.052
C: -1.754 3.397 4.464
C: -2.849 3.583 3.636
C: -2.901 2.970 2.396
P: -2.083 -1.558 0.206
C: -3.594 -2.438 -0.377
C: -3.851 -2.274 -1.738
C: -4.953 -2.862 -2.331
C: -5.804 -3.644 -1.566
C: -5.556 -3.812 -0.213
C: -4.459 -3.214 0.385
C: -1.726 -2.415 1.787
C: -1.334 -1.662 2.892
C: -0.943 -2.273 4.070
C: -0.929 -3.655 4.158
C: -1.305 -4.416 3.062
C: -1.687 -3.805 1.880
H: -6.527 3.440 3.977
H: -7.806 2.662 3.019
H: -6.238 3.062 2.259
H: -7.318 0.506 1.756
H: -6.486 -0.867 2.508
H: -5.193 1.284 0.756
H: -5.487 -0.406 0.317
H: -3.970 -1.114 2.192
H: -3.683 0.582 2.568
H: -3.772 0.475 -1.559
H: -5.276 1.703 -3.076
H: -5.291 4.178 -3.065
H: -3.826 5.402 -1.498
H: -2.348 4.191 0.020
H: 0.081 1.372 2.473
H: 0.154 2.439 4.692
H: -1.718 3.883 5.428
H: -3.668 4.209 3.960
H: -3.762 3.112 1.759
H: -3.166 -1.684 -2.336
H: -5.141 -2.724 -3.387
H: -6.657 -4.126 -2.021
H: -6.218 -4.423 0.383
H: -4.275 -3.359 1.442
H: -1.345 -0.581 2.836
H: -0.644 -1.666 4.914
H: -0.613 -4.140 5.070
H: -1.296 -5.495 3.128
H: -1.969 -4.408 1.027
I: 0.450 3.135 -0.382
I: 0.450 6.064 -0.591

Summary:
ΔE to the lowest compared entry with this formula, charge and spin, eV: 0.0000
Kohn-Sham gap (alpha / beta), eV: 6.23 / 6.05
M, g/mol: 1027.40
E_LUMO (alpha / beta), eV: -1.63 / -1.63
Charge: 0
Highest occupied orbital energy (alpha / beta), eV: -7.863 / -7.675

Atomic partial charges in e from the Mulliken method, atoms 1 to 8: Cu -2.182; C -1.329; Si 0.404; C -1.057; C -1.196; C 4.693; C -2.789; C -0.767


Which of these has the highest charge?
C8H16N3


Which of these has the highest charge?
C8H16N3


Which formula does entry 1 have?
C8H16N3